DFT (ωB97M-V with the def2-TZVPD basis set) results for a cluster of 9 separate species, C37H90F3O9P in total at a distorted geometry.

Each line ends with the Löwdin charge.
Element x y z (Å)
C: 0.790999 2.571099 -6.162590  -0.07
C: 2.229040 1.932570 -6.310787  -0.30
O: 3.189315 2.783604 -6.957978  -0.23
C: 4.534766 2.332863 -6.703494  -0.38
P: 5.054558 0.787665 -7.657845  1.03
C: 3.886937 0.498845 -9.142294  -0.27
C: 4.825667 -0.789121 -6.616172  -0.63
F: 3.611714 -0.855902 -5.922209  0.01
F: 4.786925 -1.849839 -7.545576  0.02
F: 5.863440 -0.923960 -5.711095  0.04
H: 0.115389 1.816445 -5.643245  0.08
H: 0.822589 3.531210 -5.556735  0.08
H: 0.367001 2.829993 -7.175966  0.08
H: 2.557800 1.609707 -5.264953  0.12
H: 2.156558 0.982300 -6.941477  0.10
H: 4.775699 2.212741 -5.604472  0.10
H: 5.207121 3.172341 -7.079781  0.10
H: 3.045667 -0.170648 -8.801291  0.04
H: 3.545087 1.465040 -9.605686  0.05
H: 4.503297 -0.089874 -9.897270  0.04
C: -0.460154 -4.578171 -2.765176  -0.08
C: -0.615292 -3.822864 -4.074656  -0.27
O: -0.661093 -2.412695 -3.915447  -0.19
C: 0.478890 -1.807602 -3.323173  -0.27
C: 1.761648 -2.034823 -4.103660  -0.08
H: -1.276816 -4.329065 -2.081938  0.08
H: -0.468061 -5.655738 -2.944818  0.08
H: 0.475261 -4.331575 -2.260373  0.06
H: -1.561289 -4.111981 -4.537859  0.12
H: 0.172406 -4.098829 -4.782881  0.11
H: 0.585463 -2.138700 -2.284589  0.11
H: 0.273516 -0.734214 -3.284807  0.12
H: 2.019823 -3.093585 -4.168374  0.07
H: 2.594187 -1.515374 -3.624787  0.07
H: 1.657212 -1.661462 -5.123553  0.07
C: -2.904654 -0.723519 -5.158081  -0.08
C: -3.603895 0.618839 -5.021894  -0.28
O: -4.984901 0.512264 -4.709908  -0.16
C: -5.304736 -0.149399 -3.494122  -0.28
C: -4.711436 0.516256 -2.264703  -0.08
H: -3.391389 -1.330681 -5.927052  0.09
H: -1.857514 -0.581330 -5.433011  0.07
H: -2.929044 -1.292252 -4.229005  0.06
H: -3.543065 1.146792 -5.976428  0.12
H: -3.097262 1.252237 -4.286029  0.10
H: -5.012757 -1.203541 -3.550233  0.11
H: -6.394529 -0.135518 -3.412946  0.12
H: -3.619964 0.524224 -2.290284  0.07
H: -5.021935 -0.010830 -1.360118  0.08
H: -5.044363 1.554858 -2.194856  0.07
C: -6.012606 4.016559 0.329561  -0.07
C: -6.542059 2.794155 1.059766  -0.27
O: -5.621862 1.713247 1.098785  -0.17
C: -4.380500 1.966344 1.739756  -0.28
C: -4.519982 2.368668 3.197810  -0.07
H: -5.732903 3.757710 -0.695805  0.07
H: -6.772802 4.800426 0.299555  0.08
H: -5.128123 4.430021 0.815427  0.06
H: -7.427964 2.427146 0.536792  0.12
H: -6.866546 3.052307 2.072894  0.11
H: -3.811300 2.714782 1.177882  0.11
H: -3.808221 1.036755 1.682016  0.12
H: -5.079962 3.298217 3.314069  0.07
H: -3.534982 2.511890 3.648177  0.07
H: -5.051138 1.595123 3.758255  0.08
C: -5.301905 9.350283 1.110470  -0.08
C: -5.829701 8.124994 1.838019  -0.28
O: -4.908530 7.045248 1.874793  -0.18
C: -3.667545 7.297039 2.517648  -0.28
C: -3.808560 7.693331 3.977206  -0.08
H: -5.021534 9.093852 0.085158  0.08
H: -6.063885 10.132605 1.081647  0.08
H: -4.417653 9.764471 1.597394  0.06
H: -6.714441 7.758100 1.313297  0.12
H: -6.155322 8.379936 2.851516  0.11
H: -3.098422 8.047613 1.958999  0.11
H: -3.094821 6.367997 2.457130  0.12
H: -4.369081 8.622122 4.096983  0.07
H: -2.824012 7.835165 4.428381  0.08
H: -4.339592 6.916736 4.533651  0.08
C: -4.086302 0.202767 8.266264  -0.08
C: -4.240799 0.959133 6.957729  -0.29
O: -4.279170 2.369598 7.118681  -0.16
C: -3.134180 2.965826 7.709377  -0.28
C: -1.854075 2.731047 6.926003  -0.08
H: -4.900472 0.455351 8.951243  0.08
H: -4.099026 -0.874654 8.086989  0.08
H: -3.148726 0.445695 8.769315  0.05
H: -5.188523 0.673750 6.496239  0.12
H: -3.455728 0.680395 6.247345  0.10
H: -3.027437 2.631823 8.747210  0.10
H: -3.332300 4.039823 7.750233  0.12
H: -1.603555 1.670819 6.859148  0.07
H: -1.016950 3.243992 7.404810  0.08
H: -1.957227 3.107799 5.905087  0.07
C: -1.070356 -1.742967 14.119040  -0.08
C: -1.101507 -1.865676 12.604633  -0.28
O: -2.245627 -1.271822 12.009610  -0.16
C: -2.417101 0.120554 12.228568  -0.28
C: -1.265432 0.962446 11.706402  -0.08
H: -1.965886 -2.192456 14.556691  0.08
H: -0.189867 -2.247902 14.523138  0.08
H: -1.035249 -0.701755 14.443398  0.06
H: -1.129250 -2.924112 12.337610  0.12
H: -0.188247 -1.458694 12.158830  0.10
H: -2.598885 0.316553 13.290553  0.11
H: -3.330797 0.407045 11.701615  0.11
H: -0.324278 0.722812 12.204342  0.07
H: -1.468687 2.023761 11.866016  0.08
H: -1.121998 0.790838 10.636185  0.07
C: 8.555648 -3.935676 -0.979963  -0.08
C: 7.585531 -2.775623 -0.828785  -0.28
O: 7.413135 -2.020378 -2.018240  -0.16
C: 6.908029 -2.725948 -3.142889  -0.27
C: 5.538931 -3.340491 -2.908512  -0.07
H: 9.533454 -3.574688 -1.310503  0.08
H: 8.676561 -4.456629 -0.027276  0.08
H: 8.209830 -4.663452 -1.715932  0.06
H: 7.976551 -2.084984 -0.078659  0.12
H: 6.616086 -3.120726 -0.455140  0.11
H: 7.629815 -3.483092 -3.468871  0.11
H: 6.834336 -2.000990 -3.956309  0.10
H: 5.554524 -4.081581 -2.106993  0.07
H: 5.184831 -3.835095 -3.816115  0.06
H: 4.817260 -2.569373 -2.626411  0.08
C: 6.218048 -6.002517 -6.348443  -0.07
C: 5.919497 -6.645523 -5.004138  -0.29
O: 5.937679 -8.064533 -5.036486  -0.16
C: 7.163341 -8.668346 -5.422987  -0.28
C: 8.327440 -8.317118 -4.512480  -0.08
H: 5.503354 -6.344508 -7.101969  0.08
H: 6.154962 -4.914114 -6.272007  0.07
H: 7.217224 -6.253649 -6.707807  0.07
H: 4.913783 -6.355215 -4.692310  0.11
H: 6.601377 -6.275902 -4.230961  0.10
H: 7.391903 -8.424667 -6.465932  0.11
H: 6.999587 -9.748178 -5.387763  0.12
H: 8.540201 -7.246492 -4.514308  0.06
H: 9.231269 -8.839209 -4.834044  0.08
H: 8.105571 -8.604737 -3.481628  0.08

Force components x, y, z for each atom (eV/Å):
C 0.496 0.240 -0.269
C -0.947 -1.031 0.259
O 0.294 -0.461 1.284
C -0.374 0.681 -0.196
P 1.062 0.121 -0.937
C 0.196 -0.806 0.395
C -1.311 0.210 -0.467
F 2.092 -0.333 -0.604
F 0.503 1.284 2.010
F -1.824 -0.331 -1.419
H 0.855 0.971 -0.696
H 0.028 -1.236 -0.640
H 0.377 -0.362 1.071
H -0.068 0.522 -1.291
H -0.063 1.037 0.906
H -0.399 -0.025 -0.992
H -0.834 -1.212 0.314
H 0.596 0.959 -0.613
H 0.266 -1.001 0.701
H -0.787 0.861 0.976
C 0.027 0.058 0.119
C 0.057 -0.059 0.095
O -0.072 0.039 -0.012
C 0.098 -0.111 0.008
C -0.131 -0.090 -0.017
H 0.034 -0.044 -0.080
H -0.026 0.070 -0.006
H 0.033 -0.070 -0.047
H 0.002 0.222 -0.009
H 0.066 -0.035 0.040
H 0.057 -0.033 0.004
H -0.185 -0.104 -0.059
H 0.055 0.023 0.083
H -0.060 -0.007 -0.038
H -0.052 -0.018 0.123
C -0.184 0.012 0.036
C 0.038 -0.155 -0.045
O -0.170 0.109 -0.136
C 0.090 0.015 0.063
C 0.089 0.054 -0.001
H 0.046 0.090 0.000
H -0.069 -0.046 0.039
H 0.157 0.057 -0.019
H -0.219 0.032 0.063
H 0.053 -0.043 0.064
H 0.070 -0.003 0.053
H 0.073 0.081 -0.192
H -0.014 -0.093 0.033
H -0.018 0.083 -0.032
H -0.032 -0.083 0.035
C 0.182 -0.027 -0.035
C 0.019 0.139 -0.060
O -0.021 -0.243 -0.069
C -0.018 0.064 0.049
C -0.117 0.040 0.051
H -0.086 0.000 0.057
H 0.050 -0.049 0.010
H -0.110 0.113 0.045
H 0.128 -0.193 0.038
H 0.040 0.076 0.027
H -0.003 0.073 0.049
H -0.186 -0.013 -0.123
H 0.103 0.032 0.002
H -0.044 -0.026 -0.014
H 0.071 0.026 -0.023
C 0.130 0.014 -0.044
C 0.048 0.100 -0.025
O -0.031 -0.207 -0.074
C -0.018 0.060 0.058
C -0.114 0.024 0.076
H -0.069 0.015 0.070
H 0.025 -0.070 -0.009
H -0.061 0.050 0.044
H 0.127 -0.175 0.034
H 0.033 0.072 0.025
H -0.001 0.064 0.053
H -0.185 -0.011 -0.117
H 0.097 0.029 -0.007
H -0.042 -0.023 -0.036
H 0.064 0.016 -0.041
C 0.034 0.061 0.114
C 0.040 -0.059 0.099
O -0.151 0.139 -0.077
C 0.031 -0.051 -0.030
C 0.033 -0.090 -0.094
H 0.030 -0.048 -0.080
H -0.017 0.071 0.011
H 0.037 -0.091 -0.036
H 0.007 0.228 -0.009
H 0.065 -0.039 0.034
H 0.081 -0.050 0.002
H -0.174 -0.117 -0.063
H 0.046 0.031 0.081
H -0.054 -0.008 -0.021
H 0.000 0.021 0.074
C -0.084 0.077 0.073
C 0.012 0.033 0.104
O -0.142 -0.096 -0.129
C 0.072 0.023 -0.005
C 0.113 -0.023 -0.038
H 0.087 -0.007 -0.047
H -0.061 0.005 -0.042
H 0.089 -0.015 0.000
H -0.157 0.100 -0.116
H 0.042 0.051 0.056
H 0.075 0.048 0.019
H 0.028 -0.228 0.001
H -0.037 0.076 0.047
H -0.011 -0.055 -0.013
H -0.042 0.023 0.048
C 0.052 -0.046 -0.111
C 0.045 -0.085 -0.034
O 0.042 0.188 0.009
C -0.036 -0.012 -0.021
C -0.056 -0.025 0.122
H -0.071 -0.009 0.066
H -0.002 0.057 -0.045
H -0.040 -0.042 0.071
H -0.055 0.117 -0.170
H -0.009 -0.090 -0.008
H -0.042 -0.093 0.025
H 0.134 0.013 0.269
H 0.007 -0.066 -0.087
H 0.012 0.049 0.020
H 0.046 -0.022 -0.067
C 0.051 -0.054 -0.091
C 0.057 0.032 -0.116
O -0.173 -0.105 0.065
C 0.058 0.043 0.017
C 0.008 0.096 0.102
H 0.019 0.057 0.083
H -0.025 -0.056 -0.001
H 0.023 0.083 0.044
H 0.008 -0.224 0.041
H 0.069 0.053 -0.025
H 0.071 0.051 0.011
H -0.185 0.121 0.031
H 0.061 -0.035 -0.075
H -0.059 0.012 0.012
H 0.012 -0.026 -0.073

Total charge: 0
Orbital gap in eV: 9.6
Total energy in a.u.: -2781.63496
Structure (SMILES): CCOCP(C)C(F)(F)F.CCOCC.CCOCC.CCOCC.CCOCC.CCOCC.CCOCC.CCOCC.CCOCC
ΔE to the lowest compared entry with this formula, charge and spin in kJ/mol: 90.1
2S+1: 1